(1)
4 unconnected molecules or ions with the total composition C18H44N3O8PSSi in a non-equilibrium geometry. Source: the OMol25 dataset; level of theory: wB97M-V/def2-TZVPD.

```
76
C18H44N3O8PSSi | the OMol25 dataset | wB97M-V/def2-TZVPD
C 5.55 -1.52 0.34
N 4.86 -1.29 -0.94
C 4.24 0.05 -1.03
Si 2.64 0.15 -0.04
C 1.18 -0.24 -1.18
C 0.13 -1.15 -0.59
C -0.45 -0.81 0.76
N -0.31 -2.18 -1.19
N 2.61 -1.05 1.29
C 2.90 -0.70 2.41
S 3.30 -0.34 3.88
P 2.43 2.34 0.47
O 3.04 2.67 1.96
O 0.82 2.69 0.55
H 6.55 -1.90 0.17
H 5.62 -0.61 0.95
H 5.01 -2.27 0.93
H 5.58 -1.29 -1.65
H 3.96 0.25 -2.06
H 4.92 0.85 -0.71
H 0.69 0.72 -1.40
H 1.56 -0.69 -2.09
H -0.11 0.17 1.12
H -0.10 -1.54 1.50
H -1.53 -0.81 0.73
H 0.15 -2.27 -2.10
H 2.37 2.58 2.65
H 0.26 1.92 0.68
C -3.96 1.47 -1.05
O -3.08 0.61 -1.75
C -3.34 -0.77 -1.53
C -4.07 -1.39 -2.70
O -5.39 -0.89 -2.83
C -5.53 0.06 -3.86
H -3.78 2.49 -1.40
H -5.01 1.21 -1.24
H -3.77 1.43 0.03
H -3.91 -0.91 -0.61
H -2.37 -1.26 -1.41
H -4.14 -2.47 -2.53
H -3.50 -1.23 -3.62
H -5.43 -0.41 -4.85
H -4.80 0.86 -3.78
H -6.53 0.48 -3.78
C -3.28 6.44 -0.15
O -3.13 7.22 1.02
C -3.78 6.67 2.15
C -2.79 6.00 3.08
O -2.22 4.84 2.49
C -0.90 5.05 2.01
H -2.62 6.87 -0.91
H -2.98 5.40 0.02
H -4.31 6.47 -0.52
H -4.54 5.95 1.85
H -4.27 7.49 2.68
H -3.32 5.68 3.99
H -2.01 6.71 3.37
H -0.20 5.17 2.84
H -0.84 5.92 1.35
H -0.61 4.16 1.45
C 4.60 -6.01 0.03
O 3.94 -5.00 0.77
C 3.03 -4.24 -0.02
C 1.59 -4.63 0.26
O 1.30 -5.94 -0.20
C 1.25 -6.90 0.84
H 5.16 -6.62 0.74
H 3.89 -6.64 -0.50
H 5.31 -5.57 -0.68
H 3.26 -4.33 -1.08
H 3.15 -3.19 0.27
H 0.95 -3.94 -0.29
H 1.38 -4.53 1.33
H 0.38 -6.74 1.48
H 2.16 -6.87 1.46
H 1.17 -7.88 0.38
```

Results
- net charge = 0
- LUMO (eV) = 0.172
- SMILES = [H]/N=C(/C)C[Si@](CNC)(N=C=S)P(O)O.COCCOC.COCCOC.COCCOC

=====

(2)
A molecular structure, C18H44N6O8Zr in a non-equilibrium geometry. Source: the OMol25 dataset; level of theory: wB97M-V/def2-TZVPD.

```
77
C18H44N6O8Zr | the OMol25 dataset | wB97M-V/def2-TZVPD
Zr -1.80 0.15 -2.35
O -3.41 -0.48 -1.44
H -3.70 -1.08 -0.74
O -0.57 -0.10 -0.80
H 0.25 -0.42 -0.42
C 0.29 2.98 -2.80
O -0.48 2.00 -2.65
N 1.58 2.92 -2.89
C 2.31 1.68 -2.72
C 2.37 4.14 -3.02
H -0.12 3.99 -2.81
H 2.92 1.43 -3.60
H 1.61 0.86 -2.56
H 3.02 1.75 -1.90
H 2.79 4.42 -2.05
H 3.22 3.98 -3.68
H 1.77 4.95 -3.42
C 2.70 -2.92 1.16
O 3.69 -2.44 0.67
N 1.65 -3.39 0.44
C 0.39 -3.77 1.00
C 1.69 -3.39 -1.00
H 2.51 -3.02 2.25
H 0.43 -3.84 2.09
H 0.04 -4.74 0.63
H -0.40 -3.02 0.83
H 1.31 -4.34 -1.37
H 1.06 -2.56 -1.35
H 2.69 -3.26 -1.39
C -1.67 -0.26 5.38
O -2.62 0.48 5.23
N -0.75 -0.55 4.42
C -0.85 0.06 3.13
C 0.27 -1.56 4.63
H -1.46 -0.78 6.33
H 0.01 0.71 2.94
H -1.72 0.71 3.05
H -0.97 -0.68 2.32
H 1.21 -1.25 4.17
H 0.53 -1.62 5.69
H -0.08 -2.52 4.25
C -2.23 2.65 0.15
O -2.35 1.91 -0.85
N -3.05 3.61 0.49
C -2.92 4.35 1.76
C -4.18 4.01 -0.33
H -1.47 2.43 0.91
H -2.73 5.40 1.54
H -2.07 3.96 2.32
H -3.85 4.24 2.31
H -4.27 3.46 -1.26
H -5.11 3.88 0.23
H -4.10 5.08 -0.51
C 1.52 2.26 0.57
O 0.95 3.33 0.42
N 2.76 2.06 1.00
C 3.30 0.72 1.10
C 3.66 3.19 1.16
H 0.90 1.34 0.51
H 2.58 -0.06 0.83
H 3.70 0.49 2.08
H 4.12 0.59 0.38
H 3.29 4.00 0.54
H 3.69 3.49 2.20
H 4.68 2.90 0.91
C -1.92 -3.21 -2.23
O -1.28 -2.15 -2.36
N -1.64 -4.35 -2.80
C -2.25 -5.60 -2.39
C -0.54 -4.49 -3.75
H -2.82 -3.26 -1.60
H -1.50 -6.19 -1.86
H -2.52 -6.16 -3.28
H -3.12 -5.45 -1.75
H -1.00 -4.83 -4.69
H -0.09 -3.53 -3.97
H 0.16 -5.27 -3.46
```

Results
- net charge = +2
- LUMO (eV) = -7.289
- energy relative to the best compared isomer or geometry (same formula, charge and spin) (kJ/mol) = 0.0

=====

(3)
A molecular structure, C18H44NO8Sr in a non-equilibrium geometry. Source: the OMol25 dataset; level of theory: wB97M-V/def2-TZVPD.

```
72
C18H44NO8Sr | the OMol25 dataset | wB97M-V/def2-TZVPD
Sr -0.22 0.14 1.61
C -1.92 1.50 -1.48
C -1.66 0.32 -2.40
C -0.86 0.87 -3.58
C -0.15 -0.19 -4.44
C 0.64 -1.15 -3.57
C -0.18 -1.75 -2.40
N -0.79 -0.64 -1.68
O -1.34 -1.05 -0.45
C 0.88 -2.45 -1.52
C -1.12 -2.87 -2.85
C -3.00 -0.28 -2.88
H -2.65 2.18 -1.95
H -1.05 2.09 -1.19
H -2.43 1.28 -0.54
H -0.13 1.63 -3.31
H -1.52 1.38 -4.29
H 0.55 0.32 -5.09
H -0.92 -0.68 -5.04
H 1.57 -0.72 -3.19
H 0.89 -2.00 -4.21
H 0.44 -3.03 -0.70
H 1.47 -1.67 -1.02
H 1.55 -3.11 -2.07
H -0.53 -3.75 -3.11
H -1.74 -2.60 -3.70
H -1.71 -3.22 -2.00
H -2.81 -1.06 -3.61
H -3.70 0.45 -3.28
H -3.48 -0.73 -2.01
C 3.62 0.74 -0.86
C 2.48 1.76 -0.67
C 2.25 2.63 -1.91
O 1.26 1.00 -0.48
H 3.47 -0.17 -1.44
H 3.98 0.40 0.11
H 4.45 1.23 -1.38
H 2.70 2.38 0.19
H 2.19 2.03 -2.82
H 3.04 3.37 -2.04
H 1.38 3.29 -1.83
H 1.08 0.40 -1.24
C 1.72 -2.59 2.61
C 2.81 -1.63 2.23
O 2.34 -0.29 2.06
O 0.56 -2.42 1.80
H 1.35 -2.52 3.64
H 2.11 -3.61 2.53
H 3.27 -1.96 1.29
H 3.62 -1.72 2.96
H 3.09 0.26 2.31
H 0.53 -3.10 1.12
C -1.82 2.90 2.65
C -0.36 3.33 2.36
O 0.70 2.37 2.75
O -2.16 1.71 1.91
H -2.56 3.61 2.27
H -2.00 2.85 3.73
H -0.16 4.31 2.79
H -0.16 3.43 1.29
H 1.13 2.92 3.41
H -3.12 1.75 1.85
C -1.47 -0.17 4.77
C -2.26 -1.32 4.14
O -2.15 -1.39 2.73
O -0.18 0.01 4.21
H -1.54 -0.16 5.85
H -2.09 0.72 4.53
H -3.29 -1.30 4.51
H -1.83 -2.22 4.62
H -2.48 -2.25 2.47
H 0.44 0.24 4.92
```

Results
- net charge = +1
- LUMO (eV) = -2.825
- energy relative to the best compared isomer or geometry (same formula, charge and spin) (kJ/mol) = 0.0

=====

(4)
3 unconnected molecules or ions with the total composition C18H44O9P2Si in a non-equilibrium geometry. Source: the OMol25 dataset; level of theory: wB97M-V/def2-TZVPD.

```
74
C18H44O9P2Si | the OMol25 dataset | wB97M-V/def2-TZVPD
C 4.49 -1.29 1.32
C 4.88 0.09 0.86
O 5.19 0.29 -0.25
O 4.88 1.10 1.79
C 3.54 1.61 1.96
C 3.32 2.95 1.28
C 2.40 2.86 0.03
C 0.92 3.14 0.38
C 0.32 1.89 1.02
C -1.20 1.95 1.29
Si -1.90 0.19 1.33
C -0.88 -0.79 2.57
C -3.69 0.22 1.98
P -2.02 -0.77 -0.68
P -0.08 -1.13 -1.55
O -0.22 -2.10 -2.61
O 0.46 0.25 -2.21
O 1.00 -1.64 -0.48
H 3.45 -1.25 1.64
H 5.08 -1.64 2.17
H 4.61 -1.97 0.49
H 2.84 0.85 1.63
H 3.39 1.73 3.03
H 2.81 3.61 1.98
H 4.25 3.44 1.02
H 2.42 1.84 -0.34
H 2.74 3.55 -0.74
H 0.82 4.03 1.00
H 0.41 3.28 -0.57
H 0.50 1.07 0.33
H 0.83 1.61 1.94
H -1.34 2.37 2.29
H -1.74 2.60 0.61
H -0.99 -0.28 3.53
H 0.19 -0.84 2.37
H -1.32 -1.78 2.70
H -3.87 1.06 2.65
H -4.35 0.24 1.12
H -3.86 -0.74 2.45
H -2.64 0.20 -1.50
H 1.10 0.01 -2.89
H 1.37 -0.89 0.02
C 3.58 -4.35 3.05
O 2.60 -3.68 2.27
C 2.21 -4.43 1.12
C 0.88 -5.12 1.34
O 0.97 -6.13 2.33
C 0.45 -5.72 3.58
H 3.66 -3.83 4.00
H 3.31 -5.39 3.23
H 4.56 -4.30 2.55
H 2.98 -5.15 0.85
H 2.10 -3.72 0.30
H 0.59 -5.61 0.40
H 0.10 -4.39 1.59
H -0.64 -5.70 3.56
H 0.82 -4.73 3.87
H 0.77 -6.44 4.33
C -5.75 3.92 -5.35
O -4.40 3.82 -5.78
C -3.47 4.20 -4.78
C -2.84 2.99 -4.11
O -3.80 2.26 -3.36
C -4.25 1.09 -4.03
H -6.37 3.40 -6.07
H -5.89 3.46 -4.37
H -6.06 4.97 -5.31
H -3.94 4.85 -4.04
H -2.68 4.77 -5.28
H -2.07 3.34 -3.41
H -2.35 2.35 -4.85
H -3.48 0.32 -4.00
H -4.53 1.30 -5.07
H -5.13 0.73 -3.51
```

Results
- net charge = 0
- LUMO (eV) = 0.499
- SMILES = CC(=O)OCCCCCC[Si](C)(C)PP(=O)(O)O.COCCOC.COCCOC

=====

(5)
A molecular structure, C18H45BF4N3Na4O10P in a non-equilibrium geometry. Source: the OMol25 dataset; level of theory: wB97M-V/def2-TZVPD.

```
86
C18H45BF4N3Na4O10P | the OMol25 dataset | wB97M-V/def2-TZVPD
Na 24.83 -0.28 6.68
Na 21.33 3.11 8.94
Na 22.36 -0.26 9.44
Na 22.85 2.71 5.94
B 24.33 1.99 9.36
F 23.06 1.92 10.02
F 24.59 0.68 8.91
F 24.28 2.77 8.19
F 25.22 2.49 10.28
P 22.13 -0.07 6.40
O 20.78 -0.29 5.77
O 22.70 -1.39 6.99
O 21.95 1.00 7.54
O 23.14 0.55 5.40
C 27.04 -2.93 11.61
O 26.29 -4.12 11.70
C 24.98 -3.95 12.17
C 24.08 -3.15 11.24
N 24.10 -1.71 11.24
C 24.09 -1.12 12.59
C 23.79 0.35 12.56
O 23.80 0.82 13.90
C 23.76 2.21 13.97
H 28.05 -3.17 11.31
H 27.07 -2.40 12.57
H 26.61 -2.22 10.88
H 25.02 -3.43 13.13
H 24.56 -4.95 12.24
H 23.07 -3.57 11.34
H 24.32 -3.42 10.21
H 24.84 -1.32 10.68
H 25.08 -1.25 13.05
H 23.41 -1.70 13.21
H 22.76 0.45 12.19
H 24.47 0.90 11.91
H 23.43 2.51 14.97
H 23.00 2.66 13.31
H 24.72 2.66 13.72
C 20.19 10.58 6.16
O 21.55 10.29 6.39
C 21.81 8.91 6.55
C 23.31 8.75 6.74
N 23.61 7.54 7.50
C 25.02 7.15 7.39
C 25.38 6.32 8.58
O 25.04 7.01 9.77
C 25.34 6.22 10.91
H 19.55 9.97 6.82
H 19.89 10.30 5.14
H 20.06 11.64 6.29
H 21.45 8.38 5.66
H 21.33 8.55 7.47
H 23.68 9.64 7.26
H 23.85 8.74 5.79
H 23.47 7.72 8.49
H 25.72 7.99 7.32
H 25.12 6.50 6.52
H 26.43 6.02 8.61
H 24.79 5.39 8.58
H 26.43 6.14 11.03
H 24.88 5.23 10.86
H 24.99 6.76 11.79
C 26.58 -4.60 8.32
O 27.28 -3.41 8.01
C 27.09 -3.01 6.68
C 27.95 -1.79 6.45
N 27.35 -0.62 7.12
C 28.36 0.45 7.33
C 29.30 0.23 8.50
O 28.65 -0.21 9.67
C 27.73 0.73 10.20
H 26.57 -4.77 9.39
H 27.08 -5.44 7.82
H 25.55 -4.52 7.96
H 26.03 -2.79 6.49
H 27.40 -3.78 5.96
H 28.12 -1.65 5.38
H 28.94 -2.04 6.85
H 27.32 -0.97 8.09
H 27.78 1.35 7.57
H 28.90 0.81 6.45
H 29.89 1.13 8.68
H 29.96 -0.62 8.29
H 27.28 0.30 11.09
H 26.92 0.94 9.50
H 28.21 1.69 10.43
```

Results
- net charge = 0
- LUMO (eV) = -1.586

=====

(6)
5 unconnected molecules or ions with the total composition C18H45BrNO6. Source: the OMol25 dataset; level of theory: wB97M-V/def2-TZVPD.

```
71
C18H45BrNO6 | the OMol25 dataset | wB97M-V/def2-TZVPD
C 1.94 1.93 2.21
C 2.18 1.02 0.98
C 2.17 1.77 -0.36
C 0.81 2.32 -0.75
O 0.80 3.75 -0.44
N -0.46 4.27 -0.14
C -0.97 3.93 1.24
O -2.32 4.26 1.19
C -2.84 4.20 -0.16
C -3.96 3.15 -0.29
C -3.71 1.80 0.41
C -4.00 0.57 -0.45
Br -2.36 -0.25 -1.12
C -1.61 3.96 -1.05
H 0.96 1.76 2.66
H 2.03 2.99 1.95
H 2.68 1.72 2.99
H 1.42 0.23 0.94
H 3.14 0.52 1.08
H 2.90 2.58 -0.33
H 2.48 1.09 -1.16
H 0.61 2.22 -1.82
H 0.00 1.83 -0.20
H -0.30 5.27 -0.18
H -0.77 2.87 1.42
H -0.45 4.55 1.97
H -3.26 5.19 -0.37
H -4.12 2.98 -1.37
H -4.88 3.61 0.07
H -2.68 1.75 0.78
H -4.33 1.74 1.31
H -4.57 0.80 -1.35
H -4.51 -0.22 0.09
H -1.56 4.66 -1.88
H -1.52 2.94 -1.41
C 7.18 3.56 0.56
C 5.82 3.12 0.08
O 4.88 2.96 1.15
H 7.58 2.85 1.28
H 7.88 3.64 -0.27
H 7.12 4.54 1.04
H 5.87 2.14 -0.40
H 5.43 3.82 -0.67
H 4.81 3.80 1.60
C -0.94 -2.16 -5.56
C -2.17 -2.80 -4.95
O -2.07 -2.97 -3.54
H -0.05 -2.76 -5.33
H -1.03 -2.08 -6.64
H -0.79 -1.16 -5.16
H -2.31 -3.81 -5.35
H -3.07 -2.22 -5.21
H -1.95 -2.10 -3.14
C -2.36 -3.97 0.37
C -1.23 -4.90 -0.02
O -1.55 -5.70 -1.15
H -3.27 -4.54 0.58
H -2.10 -3.38 1.25
H -2.57 -3.29 -0.46
H -1.02 -5.60 0.79
H -0.32 -4.33 -0.21
H -1.73 -5.12 -1.90
C 0.97 -6.56 4.58
C -0.02 -6.11 3.52
O 0.32 -4.85 2.95
H 1.05 -5.81 5.37
H 0.66 -7.51 5.02
H 1.96 -6.70 4.14
H -1.01 -5.96 3.96
H -0.12 -6.87 2.74
H 1.18 -4.94 2.53
```

Results
- net charge = +1
- LUMO (eV) = -2.901
- energy relative to the best compared isomer or geometry (same formula, charge and spin) (kJ/mol) = 0.0

=====

no.,E (a.u.)
1,-2507.3635
2,-1689.3589
3,-1399.4185
4,-2361.6081
5,-3044.7780
6,-3792.6726